{"formula": "C17H20N4O4", "method": "ωB97M-V/def2-TZVPD", "symbols": ["C", "N", "C", "C", "C", "O", "N", "C", "O", "C", "H", "H", "H", "H", "C", "N", "C", "O", "C", "N", "C", "O", "C", "C", "C", "C", "C", "C", "C", "H", "H", "H", "H", "H", "H", "H", "H", "H", "H", "H", "H", "H", "H", "H", "H"], "xyz": [[2.49232, 0.59743, -2.36517], [2.64600, 0.04870, -1.03127], [2.61364, 0.82532, 0.09416], [2.71041, 0.26889, 1.32088], [2.85792, -1.15346, 1.50544], [2.92735, -1.72400, 2.57355], [2.91108, -1.86861, 0.30423], [2.80414, -1.33181, -0.95290], [2.84210, -2.02484, -1.94637], [3.08861, -3.30874, 0.36420], [4.00095, -3.58990, -0.16100], [3.15230, -3.58490, 1.41428], [2.24526, -3.80766, -0.11269], [2.66476, 0.87438, 2.20975], [2.38661, 2.31306, -0.04069], [0.97723, 2.58714, -0.22440], [0.15603, 2.78652, 0.82674], [0.52130, 2.99377, 1.96120], [-1.32553, 2.70947, 0.41803], [-1.69994, 1.32749, 0.18428], [-1.37773, 0.65506, -0.93362], [-0.74345, 1.15946, -1.84872], [-1.84147, -0.79220, -0.96263], [-3.21347, -0.96069, -0.37488], [-3.38597, -1.44026, 0.91824], [-4.65451, -1.55910, 1.46045], [-5.76373, -1.19461, 0.71743], [-5.60049, -0.71354, -0.57128], [-4.33367, -0.59643, -1.11326], [-4.20676, -0.22210, -2.11869], [-6.46300, -0.43041, -1.15595], [-6.75283, -1.28812, 1.13964], [-4.77481, -1.93847, 2.46423], [-2.52428, -1.73515, 1.50189], [-1.10879, -1.37948, -0.40175], [-1.81497, -1.12341, -2.00219], [-2.16651, 0.83307, 0.92916], [-1.94357, 3.11415, 1.21824], [-1.48314, 3.27918, -0.50220], [0.54411, 2.28986, -1.09617], [2.68889, 2.80025, 0.88901], [2.94735, 2.73985, -0.87369], [3.20657, 1.39965, -2.54235], [2.68701, -0.21430, -3.06515], [1.47387, 0.95422, -2.52271]], "lowdin_charge": [0.00, 0.01, -0.17, 0.07, -0.43, 0.07, 0.03, -0.45, 0.08, 0.00, 0.10, 0.09, 0.10, 0.12, -0.09, 0.09, -0.48, 0.07, -0.06, 0.10, -0.46, 0.03, -0.05, -0.25, -0.06, -0.08, -0.09, -0.08, -0.03, 0.12, 0.10, 0.10, 0.10, 0.12, 0.13, 0.13, 0.14, 0.13, 0.13, 0.09, 0.13, 0.12, 0.09, 0.09, 0.08], "smiles": "Cn1c(CNC(=O)CNC(=O)Cc2ccccc2)cc(=O)n(C)c1=O", "spin_multiplicity": 1, "lumo_ev": 0.54, "homo_lumo_gap_ev": 9.476, "e_homo_ev": -8.94}